Model a:
An isolated molecule of C5H10N2, computed with ωB97M-V/def2-TZVPD.

Results
Structure (SMILES): CC1=NN(C)CC1
Gap between HOMO and LUMO in eV: 9.45
Total charge: 0
E_LUMO in Eh: 0.036
Highest occupied orbital energy in Eh: -0.31098

Last column: Löwdin charge in e.
Atoms and positions in Å:
1 N -0.867 1.085 0.322  -0.2028
2 C -0.226 -0.830 -1.067  -0.0920
3 H 3.084 0.170 -0.986  0.1041
4 H -0.510 1.097 2.308  0.0968
5 H -2.306 1.511 1.933  0.1018
6 H -1.581 -0.104 1.926  0.0453
7 C 0.917 -0.150 -0.290  -0.3804
8 C -1.384 0.126 -0.699  -0.1699
9 H -2.255 -0.294 -0.253  0.0895
10 C -1.399 0.884 1.629  -0.1418
11 N 0.601 0.883 0.338  0.1067
12 H 2.844 -0.598 0.540  0.0748
13 H -0.185 -1.795 -0.572  0.1039
14 H -1.679 0.684 -1.607  0.1096
15 H 0.139 -0.705 -2.192  0.1592
16 C 2.375 -0.521 -0.437  -0.0372
17 H 2.430 -1.442 -0.893  0.0324


Model b:
A cluster of 2 separate species, C5H10N2 in total, computed with ωB97M-V/def2-TZVPD.

Results
Gap between HOMO and LUMO (spin up / spin down) in eV: 6.86 / 8.23
Total charge: 0
E_LUMO (spin up / spin down) in Eh: 0.024 / 0.041
Highest occupied orbital energy (spin up / spin down) in Eh: -0.22803 / -0.26148

Last column: Löwdin charge in e.
Atoms and positions in Å:
1 C -2.768 -1.472 0.188  -0.0983
2 H 3.466 -1.342 0.602  0.0824
3 H -0.148 2.021 0.804  0.0713
4 H -2.161 -2.351 0.061  0.0513
5 H -3.032 1.330 -0.275  0.0180
6 N 1.767 -0.584 0.074  -0.0392
7 H 3.172 -1.049 -1.184  0.0468
8 C -1.898 -0.250 -0.012  -0.1948
9 C 0.892 0.266 0.154  -0.1955
10 H -3.303 -1.588 1.200  0.1029
11 H -3.558 -1.376 -0.474  0.0319
12 H 0.537 1.935 -0.972  0.0754
13 H 1.785 2.173 0.306  0.1211
14 C 3.162 -0.706 -0.222  -0.0973
15 H 3.565 0.346 -0.146  0.0917
16 N -2.153 0.947 -0.201  0.0705
17 C 0.675 1.701 0.097  -0.1383


Model c:
A cluster of 2 separate species, C5H10N2 in total, computed with ωB97M-V/def2-TZVPD.

Results
Structure (SMILES): [H]/N=C(\C)C#C.CN
Gap between HOMO and LUMO in eV: 10.24
Total charge: 0
E_LUMO in Eh: 0.036
Highest occupied orbital energy in Eh: -0.34060

Last column: Löwdin charge in e.
Atoms and positions in Å:
1 H -3.263 0.274 -1.199  0.0552
2 H 1.873 -0.305 0.979  0.0512
3 C -1.495 1.054 0.563  -0.0479
4 C -0.239 -2.244 0.684  0.1422
5 H -1.543 0.877 1.637  0.0848
6 H -2.230 1.803 0.272  0.0762
7 C -0.783 -1.289 0.186  -0.1091
8 C 2.365 0.168 0.131  -0.1902
9 H -0.487 1.404 0.329  0.0546
10 H 1.826 1.018 -1.619  0.0615
11 N 1.355 0.578 -0.832  -0.0859
12 H 2.866 1.059 0.510  0.0693
13 H 3.136 -0.504 -0.268  0.0666
14 C -1.713 -0.234 -0.181  -0.4728
15 N -2.630 -0.503 -1.013  0.1443
16 H 0.226 -3.062 1.159  0.0291
17 H 0.735 -0.094 -1.339  0.0710


Model d:
A structure of composition C5H10N2, computed with ωB97M-V/def2-TZVPD.

Results
Gap between HOMO and LUMO (spin up / spin down) in eV: 7.76 / 7.76
Total charge: 0
E_LUMO (spin up / spin down) in Eh: 0.003 / 0.003
Highest occupied orbital energy (spin up / spin down) in Eh: -0.28236 / -0.28229

Last column: Löwdin charge in e.
Atoms and positions in Å:
1 C -1.253 -0.372 -1.145  -0.2540
2 H 1.735 -1.072 -1.260  0.1624
3 C 0.189 -0.521 -1.036  -0.3289
4 H -1.438 -0.024 0.982  0.0624
5 H 0.368 1.583 1.765  0.0092
6 H 1.052 -1.972 0.191  0.0880
7 H -1.768 -0.809 -1.999  0.1308
8 C 1.188 -0.962 -0.207  -0.0483
9 C 1.872 0.533 1.021  -0.2831
10 N 0.935 0.737 1.967  -0.0583
11 C -2.075 -0.214 0.110  -0.0466
12 H -2.778 0.623 0.008  0.0825
13 N -0.248 0.669 -1.561  0.1324
14 H 2.799 -0.059 1.130  0.0673
15 H -2.653 -1.126 0.305  0.0831
16 H -0.159 1.470 -0.923  0.1224
17 H 2.235 1.514 0.652  0.0787


Stability, highest: model a


Model a:
An isolated molecule of C5H10N2, computed with ωB97M-V/def2-TZVPD.

Results
Structure (SMILES): C[C@H]1N[C@H]1[C@H]1CN1
Gap between HOMO and LUMO in eV: 10.21
Total charge: 0
E_LUMO in Eh: 0.042
Highest occupied orbital energy in Eh: -0.33332

Last column: Löwdin charge in e.
Atoms and positions in Å:
1 N 0.912 0.270 1.573  0.0283
2 H -1.586 -0.685 -1.984  0.1816
3 C 1.077 -0.590 0.415  -0.2852
4 H 3.019 -0.001 1.369  0.0977
5 C 2.145 0.337 0.831  -0.1477
6 H 0.311 1.046 1.315  0.0694
7 N -0.205 0.849 -1.357  0.0792
8 C 0.351 -0.429 -0.878  -0.2586
9 H -0.171 1.566 -0.637  0.0872
10 C -1.948 -0.220 0.196  -0.0621
11 H 2.315 1.184 0.179  0.1071
12 H 1.192 -1.629 0.697  0.1360
13 H -2.783 0.086 -0.630  0.1298
14 C -1.082 -0.216 -0.963  -0.4445
15 H -2.330 -1.132 0.634  0.0772
16 H -2.006 0.572 0.924  0.0700
17 H 0.788 -1.008 -1.683  0.1346


Model b:
An isolated molecule of C5H10N2, computed with ωB97M-V/def2-TZVPD.

Results
Structure (SMILES): CN1C=CN(C)C1
Gap between HOMO and LUMO in eV: 8.17
Total charge: 0
E_LUMO in Eh: 0.042
Highest occupied orbital energy in Eh: -0.25787

Last column: Löwdin charge in e.
Atoms and positions in Å:
1 H -0.176 -1.639 -1.095  0.1372
2 N 1.137 -0.026 -0.364  -0.1806
3 H -1.398 2.067 -0.080  0.1100
4 N -1.161 0.010 -0.288  -0.2209
5 H 2.249 -0.830 1.353  0.0796
6 C 0.003 -0.911 -0.256  -0.1885
7 C -2.333 -0.556 0.275  -0.1295
8 H 2.803 -1.374 -0.381  0.0914
9 H -0.035 -1.442 0.717  0.1091
10 H -3.065 0.297 0.433  0.0922
11 H -2.205 -1.101 1.307  0.1047
12 H 3.189 0.222 0.271  0.0916
13 C 0.682 1.286 0.052  -0.0771
14 C 2.362 -0.569 0.278  -0.0980
15 C -0.676 1.269 0.048  -0.1185
16 H -2.811 -1.281 -0.484  0.1013
17 H 1.391 2.089 0.135  0.0960


Model c:
An isolated molecule of C5H10N2, computed with ωB97M-V/def2-TZVPD.

Results
Gap between HOMO and LUMO (spin up / spin down) in eV: 7.76 / 8.53
Total charge: 0
E_LUMO (spin up / spin down) in Eh: 0.023 / 0.039
Highest occupied orbital energy (spin up / spin down) in Eh: -0.26192 / -0.27428

Last column: Löwdin charge in e.
Atoms and positions in Å:
1 C -0.981 0.872 -1.184  -0.2081
2 N -0.860 1.136 0.187  -0.1018
3 H -0.877 2.217 1.664  0.0714
4 H -0.128 -0.623 2.359  0.0862
5 H -0.613 -0.351 -2.813  0.0915
6 C -0.443 -0.209 -1.739  -0.1366
7 N -0.590 2.337 0.729  0.0252
8 H 1.619 -0.885 -1.567  0.0959
9 H -0.604 -2.013 1.189  0.0780
10 H -1.782 1.497 -1.851  0.1507
11 C 0.211 -1.379 1.555  -0.1169
12 H 0.280 2.634 0.412  0.0650
13 C 0.676 -0.965 -1.073  -0.2201
14 H 1.094 -1.772 2.041  0.0537
15 C 0.822 -0.578 0.393  -0.1286
16 H 1.742 0.049 0.726  0.1212
17 H 0.435 -1.966 -1.030  0.0734


Stability, highest: model b


Model a:
An isolated molecule of C5H10N2, computed with ωB97M-V/def2-TZVPD.

Results
Structure (SMILES): C=N/C=C/CCN
Gap between HOMO and LUMO in eV: 9.27
Total charge: 0
E_LUMO in Eh: 0.027
Highest occupied orbital energy in Eh: -0.31410

Last column: Löwdin charge in e.
Atoms and positions in Å:
1 H -2.353 0.345 -0.016  0.0992
2 C 1.823 2.193 -1.062  -0.0680
3 H -0.282 -2.261 2.408  0.0623
4 H -0.471 -2.550 0.818  0.0589
5 C -1.514 -0.346 0.047  -0.1808
6 H 2.685 2.743 -0.711  0.0623
7 H -0.827 -0.067 2.111  0.1066
8 H -2.464 -0.752 1.883  0.0902
9 N -0.928 -2.168 1.633  -0.0143
10 N 1.882 0.956 -1.276  -0.0182
11 C 0.768 0.115 -1.187  -0.1692
12 C -0.182 0.331 -0.263  -0.1174
13 H 0.973 2.900 -1.062  0.0820
14 H -0.117 1.275 0.283  0.0943
15 C -1.427 -0.809 1.555  -0.2958
16 H -1.781 -1.197 -0.587  0.1060
17 H 0.745 -0.759 -1.822  0.1020


Model b:
An isolated molecule of C5H10N2, computed with ωB97M-V/def2-TZVPD.

Results
Gap between HOMO and LUMO (spin up / spin down) in eV: 7.82 / 7.82
Total charge: 0
E_LUMO (spin up / spin down) in Eh: 0.034 / 0.034
Highest occupied orbital energy (spin up / spin down) in Eh: -0.25328 / -0.25326

Last column: Löwdin charge in e.
Atoms and positions in Å:
1 C 0.137 -1.042 -0.281  -0.1835
2 H 0.926 -1.600 -0.989  0.1427
3 H -1.826 -1.745 -0.832  0.0797
4 C -1.879 0.031 0.379  -0.2402
5 C 2.282 0.484 0.083  -0.0476
6 H 2.338 1.467 -0.359  0.0558
7 C 0.732 0.325 0.103  -0.2817
8 C -1.286 -0.886 -0.667  -0.2435
9 N -1.288 1.406 0.462  -0.0680
10 H 0.191 -1.762 0.646  0.1379
11 H -1.456 -0.331 -1.582  0.1140
12 H 2.682 -0.325 -0.526  0.0605
13 H 0.553 2.330 0.500  0.2206
14 H -1.770 -0.509 1.393  0.1262
15 H 2.738 0.444 1.098  0.0788
16 N -0.040 1.398 0.295  -0.0903
17 H -3.034 0.314 0.279  0.1387


Stability, highest: model a


Model a:
An isolated molecule of C5H10N2, computed with ωB97M-V/def2-TZVPD.

Results
Structure (SMILES): [H]/N=C(C)\C(C)=C\N
Gap between HOMO and LUMO in eV: 9.44
Total charge: 0
E_LUMO in Eh: 0.031
Highest occupied orbital energy in Eh: -0.31589

Last column: Löwdin charge in e.
Atoms and positions in Å:
1 H -3.155 1.064 -0.094  0.0527
2 C -1.087 0.611 -0.247  -0.1055
3 N -2.532 0.287 0.069  0.0257
4 C -0.392 -1.784 0.284  -0.0600
5 C 1.301 0.178 -0.162  -0.3748
6 N 2.268 -0.579 -0.468  0.1229
7 H 1.241 1.880 1.144  0.0815
8 H 2.729 1.702 0.206  0.0738
9 H -0.927 1.666 -0.384  0.1001
10 H -1.429 -2.005 0.521  0.0652
11 C -0.205 -0.322 0.031  -0.2444
12 H 0.233 -2.096 1.121  0.0866
13 H 1.252 2.280 -0.582  0.0716
14 C 1.647 1.601 0.173  -0.0700
15 H -0.107 -2.370 -0.592  0.0816
16 H 2.025 -1.550 -0.651  0.0382
17 H -2.863 -0.561 -0.369  0.0548


Model b:
An isolated molecule of C5H10N2, computed with ωB97M-V/def2-TZVPD.

Results
Gap between HOMO and LUMO (spin up / spin down) in eV: 7.43 / 7.43
Total charge: 0
E_LUMO (spin up / spin down) in Eh: 0.017 / 0.017
Highest occupied orbital energy (spin up / spin down) in Eh: -0.25569 / -0.25572

Last column: Löwdin charge in e.
Atoms and positions in Å:
1 C 1.103 -0.604 0.416  -0.1480
2 H 2.203 -2.049 -0.493  0.1021
3 C 0.291 1.492 -0.908  -0.0363
4 H 0.853 2.379 -0.603  0.0792
5 C -0.839 0.622 1.292  -0.0580
6 C 0.201 0.496 0.214  -0.3961
7 H 1.577 -0.804 1.375  0.1356
8 H 1.167 -1.173 -1.513  0.1083
9 H -2.875 -1.066 -0.226  0.0192
10 N -1.933 -0.881 -0.577  -0.0005
11 H -0.336 -1.418 0.850  0.1491
12 H 0.781 1.066 -1.785  0.0684
13 N 1.732 -1.172 -0.669  0.1098
14 H -1.529 1.447 1.139  0.1165
15 H -0.562 0.421 2.326  0.1052
16 C -1.127 -0.549 0.392  -0.4368
17 H -0.709 1.792 -1.229  0.0822


Stability, highest: model a